# 1
Density functional theory data (ωB97M-V/def2-TZVPD) for a cluster of 5 separate species, C27H49BO17 in total.

SMILES	CCB(O)C1=C(CCCCCCCCOC)C(=O)OC1=O.COC(=O)OC.COC(=O)OC.COC(=O)OC.COC(=O)OC
E_LUMO	-0.72	eV
M	656.5	Da
charge	0
multiplicity	1
energy	-64278.204	eV
orbital gap	0.31727	Eh

XYZ file:
```
94
Properties=species:S:1:pos:R:3:forces:R:3:mulliken_charge:R:1
H -5.69982 0.63248 2.14330 -0.01 -0.01 -0.12 0.420
H 9.25309 -6.71744 2.37687 -0.04 0.02 -0.04 0.221
C 2.34243 -0.07154 -4.32337 -0.13 0.08 -0.06 -0.526
H -7.36108 -0.78716 -0.31820 0.12 0.02 -0.12 0.294
H -1.87165 4.45833 0.63096 -0.04 -0.05 0.00 0.429
C -6.51384 1.36047 2.09711 -0.25 0.28 0.17 -0.790
O 0.83612 3.70411 0.21478 -0.03 -0.10 -0.21 -0.605
H 7.63484 -1.20191 2.12092 0.06 -0.04 0.04 0.326
H 10.50075 -5.45360 2.49032 0.00 0.05 0.03 0.290
O 11.12903 1.28209 0.57323 -0.08 0.01 -0.02 -0.554
H -10.84877 -3.40894 2.69513 0.05 0.03 -0.02 0.289
H 0.60317 0.41114 0.28643 0.02 -0.09 -0.19 0.336
H 2.28674 -0.76134 -5.16317 0.02 -0.06 0.04 0.342
H 9.17244 -5.50259 3.67503 0.03 0.05 0.00 0.293
O 7.94420 -2.97370 1.06640 -0.03 0.00 -0.04 -0.243
C -3.19348 2.33967 -1.66538 -0.07 0.10 -0.09 0.114
C 1.25791 1.18139 -0.14375 0.02 0.19 0.43 -0.047
H -6.87802 3.27812 1.16274 -0.02 -0.06 -0.15 0.219
C -2.22714 2.80429 -0.60131 0.32 -0.27 0.11 -0.018
C -7.83149 0.09657 -0.75310 -0.30 0.05 -0.12 -0.503
H 2.24757 1.57739 1.74154 0.06 0.01 -0.02 0.336
C -7.39478 1.71376 -2.41702 0.03 0.07 -0.18 -0.763
C 8.74429 -3.58363 1.93768 -0.06 0.02 -0.09 0.799
O 3.36072 -2.27380 -3.25125 -0.03 -0.06 0.00 -0.556
H -5.84863 2.20770 0.19691 -0.20 -0.09 -0.01 -0.025
H 12.26552 3.02357 -1.05870 -0.05 -0.02 0.02 0.296
O -6.85184 0.77252 -1.51752 0.16 0.07 0.32 -0.273
H 6.74929 -2.09195 -1.77253 -0.01 0.08 -0.04 0.119
O -11.30452 -3.86441 0.71750 -0.02 -0.01 0.00 -0.331
H -11.21762 -2.01063 1.65678 0.06 -0.01 0.01 0.204
O 13.23256 2.10072 0.53456 0.02 0.01 0.00 -0.341
C 12.72654 3.27479 -0.10554 0.04 0.12 -0.05 -0.623
H 13.58540 3.91863 -0.26853 0.03 -0.04 0.03 0.218
H 5.84335 -3.12373 -2.89547 -0.09 -0.02 0.00 0.357
C -4.01058 4.06688 0.82150 0.14 0.24 0.40 -0.896
H -4.17880 2.37557 2.14980 0.01 0.11 0.11 0.438
H -8.62003 -0.26085 -1.43113 0.02 0.01 0.03 0.309
H -8.03160 -5.21413 -0.76189 0.01 0.05 0.03 0.291
C -1.18726 1.63082 -2.25162 0.08 -0.16 -0.14 0.077
C -1.00830 2.37361 -0.98030 -0.27 0.21 0.12 0.925
C 5.76032 -2.33781 -2.14755 0.13 -0.09 0.08 -0.593
O -9.11929 -3.30042 0.70122 0.09 0.08 0.04 -0.543
O -0.37568 1.36466 -3.08886 -0.30 -0.26 0.37 -0.544
H -8.58410 0.86907 2.54571 -0.01 0.18 -0.13 0.395
H -8.40875 -3.81354 -1.79452 0.02 0.02 0.05 0.238
H 2.17988 0.94444 -4.66823 0.06 0.02 0.03 0.198
C -2.55030 3.60040 0.63451 -0.16 0.17 -0.31 -0.747
H 12.60317 -1.68179 2.21730 0.09 0.06 -0.01 0.276
H -3.96040 5.08203 1.22431 -0.04 -0.04 -0.08 0.430
C -8.46700 0.92059 0.38145 -0.25 -0.31 0.00 -0.564
H -7.68820 -0.42408 1.81238 -0.09 0.04 0.13 0.159
O -10.03993 -4.67602 -0.83279 -0.02 -0.02 -0.01 -0.336
H 1.49688 0.83517 -1.15672 -0.06 -0.04 -0.01 0.062
H 3.16396 2.11208 0.34316 0.08 -0.09 0.01 0.292
O -4.25869 2.76397 -1.98725 0.16 -0.33 0.33 -0.514
C 4.01722 -1.26643 -3.24277 0.01 0.07 0.02 0.798
H -8.30704 2.18267 -2.03552 0.02 -0.03 0.05 0.395
O 12.89897 0.15182 1.40142 0.01 0.01 0.01 -0.327
C 7.96457 -1.54348 1.14193 -0.04 0.18 -0.07 -0.517
H -4.50742 4.14537 -0.14262 -0.05 -0.05 0.02 0.575
H -12.51839 -3.12141 2.14925 -0.01 -0.04 -0.05 0.213
O 3.65105 -0.08793 -3.73856 0.02 0.03 -0.02 -0.347
H -8.89128 -5.44960 -2.30246 -0.06 0.00 0.02 0.217
H -5.08743 3.77870 2.68878 -0.01 -0.07 0.04 0.454
H -9.51719 0.61082 0.43482 0.05 0.06 0.02 0.444
C -10.06130 -3.89017 0.24066 -0.06 -0.02 -0.05 0.851
H 8.95890 -1.15428 0.93076 0.02 -0.02 0.06 0.222
C 12.30475 1.18682 0.81406 0.08 -0.02 0.01 0.772
O 9.44781 -3.03748 2.74689 0.12 0.04 0.07 -0.561
C -6.08087 2.52911 1.21377 0.35 0.29 0.20 0.127
C 12.00130 -0.90349 1.75929 -0.07 -0.20 0.08 -0.580
H 1.31900 4.26162 -0.40231 -0.05 0.14 0.15 0.321
C -11.46972 -3.04606 1.87849 -0.09 0.04 0.09 -0.525
H 5.13036 -2.67387 -1.32597 -0.04 -0.04 -0.04 0.302
H -6.60081 1.76829 3.11171 0.08 -0.16 0.02 0.280
H 12.00231 3.77748 0.53240 -0.04 -0.04 -0.01 0.293
H -7.62597 1.23977 -3.37853 -0.06 -0.02 0.04 0.284
C 2.51909 1.31611 0.71683 -0.19 -0.02 -0.04 -1.277
H 7.27119 -1.19393 0.38313 -0.02 -0.06 -0.01 0.140
H 11.50819 -1.29762 0.87258 -0.04 0.03 0.01 0.249
C 9.44691 -5.68159 2.63745 0.03 -0.13 0.03 -0.629
C -4.82234 3.19463 1.80547 -0.01 -0.42 -0.40 -1.047
O 8.63452 -4.89781 1.75905 -0.01 -0.01 -0.01 -0.339
H 3.07902 0.37967 0.75070 0.05 0.10 -0.05 0.388
O 5.24069 -1.13876 -2.72630 0.05 0.02 0.02 -0.325
B 0.40508 2.49070 -0.28585 0.15 -0.11 -0.08 0.263
H -6.65389 2.49427 -2.58561 0.02 -0.08 0.02 0.170
C -8.75520 -4.78715 -1.45330 0.07 -0.06 -0.11 -0.563
O -2.54180 1.36301 -2.41296 0.11 0.60 -0.49 -0.254
H 1.58680 -0.32490 -3.58448 0.00 -0.06 -0.01 0.224
H 11.25650 -0.55407 2.47070 -0.04 0.01 -0.04 0.324
H -2.24981 2.99819 1.49814 0.03 0.03 -0.05 0.372
H -8.48890 1.98157 0.12437 0.09 -0.01 0.02 0.345
C -7.85351 0.65745 1.76081 0.34 -0.16 -0.13 -0.791
```
Positions in Å, forces in eV/Å.


# 2
Density functional theory data (ωB97M-V/def2-TZVPD) for a structure of composition C27H49CdF2NO2Si2 at a distorted geometry.

E_LUMO	0.08	eV
M	626.3	Da
charge	0
multiplicity	1
energy relative to the best compared isomer or geometry (same formula, charge and spin)	0.0	kJ/mol
energy	-60133.353	eV
orbital gap	0.31271	Eh

XYZ file:
```
84
Properties=species:S:1:pos:R:3:forces:R:3:mulliken_charge:R:1
H -3.00080 -1.90656 -4.92985 0.18 0.09 -0.07 0.317
C 4.02776 0.60367 -1.84890 0.10 0.22 -0.31 -0.965
C -2.90424 2.35598 -0.67183 -0.09 0.12 -0.03 -1.168
H -0.09650 0.25835 -2.82755 -0.13 -0.22 0.09 0.479
Si -0.79010 -1.89490 -3.78935 -0.03 0.09 -0.04 0.118
C -2.66683 -3.44210 0.42773 -0.59 0.78 -0.56 0.479
C -1.24882 -3.58728 -3.07796 -0.02 0.00 0.03 -1.091
C -1.72259 1.19539 1.69488 0.44 0.34 -0.82 -0.083
N -2.64937 -2.22094 -0.15471 -0.70 -0.23 -0.22 0.560
C 2.75531 2.32728 3.28410 -0.16 0.05 -0.25 -0.425
H 2.78211 4.66840 1.90419 -0.15 -0.05 -0.03 0.324
Si 3.26255 1.79819 -0.60742 -0.45 -0.36 0.13 0.415
H -6.02538 -4.00377 0.40822 0.16 0.11 -0.01 0.405
H -5.92254 -1.74127 -0.75778 0.10 -0.23 0.08 0.442
C 1.96522 1.79318 4.46165 -0.02 0.05 0.15 -1.373
C 0.09377 -5.86690 1.52505 0.31 0.29 -0.07 -1.003
C 4.63226 2.17252 0.61769 0.12 0.31 0.08 -0.968
C -2.12276 2.16637 2.78050 -0.22 -0.05 0.20 -1.216
C -1.43317 2.56668 -0.37743 0.40 0.35 0.39 -0.165
H -3.14559 1.31766 -0.92268 0.10 0.19 0.09 0.051
H 2.67292 1.35702 5.17740 -0.19 0.03 -0.02 0.421
H 5.43160 2.74224 0.11834 -0.16 -0.22 0.05 0.408
C -1.99186 -1.55904 -5.19171 0.00 -0.08 -0.25 -1.161
H -1.80616 0.00887 -2.47536 0.21 -0.32 0.06 0.313
H -2.69086 1.61875 3.53527 -0.07 0.12 0.10 0.465
H -3.52728 2.68689 0.16726 0.03 -0.16 -0.16 0.369
H -3.85474 -5.03919 1.16237 -0.32 0.06 -0.07 0.540
H 3.55587 3.98887 -1.73063 -0.22 -0.05 0.00 0.366
H 3.44347 3.11835 3.62847 -0.08 -0.18 -0.20 0.472
C 1.24531 4.87069 3.39889 -0.06 0.25 0.08 -1.345
H 4.67022 1.13165 -2.56801 -0.06 -0.20 0.11 0.327
H 1.96348 0.21981 0.88321 0.04 0.01 -0.04 0.417
H 1.96935 -3.08466 0.78916 -0.15 -0.31 -0.06 0.539
C -0.83470 -0.50869 -2.54650 0.28 0.33 -0.17 -1.119
H -1.09001 -4.32056 -3.88097 -0.14 0.02 0.18 0.413
C -1.14300 -5.35744 1.16793 -0.58 0.12 -0.81 0.412
C 1.79668 4.23130 2.14038 0.06 -0.46 -0.01 -0.111
H 1.41485 2.59898 4.96167 0.03 -0.27 -0.06 0.318
H -2.60963 0.75048 1.20918 0.30 0.09 0.23 0.193
H 2.02592 3.23221 -2.23966 0.17 0.09 0.25 0.310
H 4.65023 -0.13041 -1.31858 -0.14 0.12 -0.12 0.285
C 1.08395 -3.70862 0.90013 0.01 -1.58 0.35 -0.367
H -3.16829 2.97378 -1.53538 0.02 -0.07 0.06 0.410
C -1.34890 -4.01679 0.75154 0.84 -1.48 0.18 0.555
C -5.03287 -2.25502 -0.40239 0.24 0.03 -0.03 -0.917
H -2.04470 -0.48627 -5.41235 0.01 -0.18 -0.01 0.327
C 1.73721 0.90543 0.05782 -0.08 0.49 0.16 1.429
F 2.43693 -5.49396 1.72411 -1.05 0.23 -0.16 -0.319
H -1.24758 3.62899 -0.13383 -0.23 -0.17 -0.27 0.281
H -3.68189 -0.69767 -1.09898 -0.05 -0.25 0.16 0.163
H -0.62544 -3.89838 -2.22452 -0.13 0.05 -0.26 0.276
H 1.03183 5.92461 3.18715 0.01 -0.11 0.13 0.439
H 1.30470 0.31944 -0.76793 0.15 0.19 0.11 -0.795
H 0.20987 -6.89101 1.86226 -0.04 0.13 -0.16 0.470
H -2.29922 -3.63022 -2.75975 0.17 -0.06 -0.08 0.247
H 0.31538 4.38330 3.71931 0.23 0.12 -0.08 0.165
H 0.95895 1.61532 0.42678 0.98 -0.82 -0.38 -0.876
O -0.87435 1.82752 0.71543 -1.04 -0.52 0.08 0.103
C 1.18911 -5.01857 1.39288 0.69 0.40 0.25 0.532
C -3.88736 -4.08076 0.66630 -0.03 0.01 -0.08 -0.796
H -1.10328 0.37503 2.08837 -0.23 0.21 -0.01 0.226
C 0.96740 -2.10173 -4.43988 0.03 0.09 -0.02 -1.040
H -1.25435 2.61930 3.26669 -0.01 -0.12 -0.16 0.052
F -2.15965 -6.28639 1.02499 0.67 0.69 0.64 -0.338
H 1.97875 4.83691 4.21630 -0.26 -0.02 -0.14 0.365
H -2.75815 2.96720 2.38561 0.10 -0.11 0.06 0.240
H 1.38837 -1.13280 -4.73907 -0.01 -0.20 0.01 0.323
C -3.78662 -1.65614 -0.58807 0.13 -0.68 0.55 -0.430
C -0.17559 -3.28675 0.52318 0.09 1.50 0.21 -0.892
H 1.12856 4.40981 1.28537 0.17 -0.06 0.26 0.062
H -1.67136 -2.08422 -6.10134 -0.19 0.09 0.09 0.311
H 3.35552 1.51345 2.85525 -0.12 0.23 0.11 0.296
C -5.07892 -3.49504 0.24245 0.42 0.30 -0.01 -0.494
H 5.06644 1.24126 0.99214 0.03 0.07 0.04 0.287
H 1.62693 -2.54170 -3.67667 -0.14 0.13 -0.17 0.300
H -0.81670 2.32699 -1.26252 -0.23 -0.03 0.33 0.191
H 2.14098 4.04871 -0.65426 0.20 -0.31 -0.24 0.242
H 0.97694 -2.76754 -5.31454 0.03 0.14 0.19 0.328
H 1.26657 1.00966 4.14396 0.11 0.20 0.04 0.232
H 4.29605 2.76953 1.47111 0.13 -0.11 -0.29 0.124
H 3.25982 0.05825 -2.41485 0.17 0.13 0.09 0.131
C 2.68588 3.41776 -1.37628 0.05 0.08 -0.23 -0.954
Cd -0.38561 -1.56915 -0.75121 -0.39 0.20 0.22 1.163
O 1.91275 2.81045 2.22803 0.23 0.34 0.52 -0.017
```
Positions in Å, forces in eV/Å.


# 3
Density functional theory data (ωB97M-V/def2-TZVPD) for a structure of composition C27H49Cl3GeN6OOsP2S at a distorted geometry.

E_LUMO (spin up / spin down)	-9.40 / -11.44	eV
M	936.9	Da
charge	+3
multiplicity	6
energy relative to the best compared isomer or geometry (same formula, charge and spin)	2213.6	kJ/mol
energy	-165697.492	eV
orbital gap (spin up / spin down)	0.23004 / 0.18015	Eh

XYZ file:
```
91
Properties=species:S:1:pos:R:3:forces:R:3:mulliken_charge:R:1
H -2.44995 1.26857 -2.53104 0.00 0.00 -0.10 0.388
P -2.41292 2.66003 0.13726 -0.22 0.14 -0.31 1.111
H 5.83917 -0.09336 -0.55493 -0.01 -0.01 -0.01 0.456
H 3.68195 5.62806 2.20181 -1.40 -0.24 0.79 0.366
C -0.86597 1.31787 4.71165 0.37 0.05 -0.77 0.072
H -0.19578 1.20149 -4.42366 0.01 0.00 -0.01 0.618
H -1.87269 -3.08863 -4.07419 0.01 0.02 -0.04 0.169
Cl 0.99706 6.24764 3.68096 -0.82 -0.43 -0.34 -0.316
H -0.53325 -4.81356 -2.13973 0.00 0.04 0.05 -0.067
C 0.15597 -4.04314 -2.49432 0.03 -0.14 -0.12 -0.224
C 3.07753 1.33928 0.78082 -0.92 0.61 -0.79 0.349
N -0.23871 -2.74356 -1.91976 -0.06 0.04 -0.09 0.321
H -2.21995 2.65219 -3.61263 -0.08 -0.06 -0.01 0.615
C -1.51253 -6.30382 0.20925 0.10 -0.01 0.13 -1.017
Cl 0.57649 4.67247 0.39093 -0.74 -0.02 -0.15 -0.314
H 2.16906 4.75717 3.07043 -0.78 0.29 1.20 0.518
H -1.23620 -3.57875 -5.62842 0.00 0.03 0.00 0.405
C -1.72803 -5.82244 1.64669 -0.22 0.01 -0.07 -0.771
C -2.96653 4.10259 1.09175 0.22 -0.09 0.20 -1.611
H -0.47882 -2.01932 -2.57889 0.02 -0.01 0.01 -0.093
H 0.60241 -4.86395 -4.40037 0.05 0.03 -0.01 0.445
H -2.16048 -5.77018 -0.49185 0.00 -0.02 -0.01 0.178
H -0.47062 -6.20881 -0.11758 -0.01 0.01 -0.03 0.332
C 3.82758 -0.25146 -1.29989 -0.01 -0.10 -0.01 -0.981
S -1.18932 -0.95804 -0.23171 0.06 -0.60 0.28 0.320
H 4.58002 3.48012 5.45219 0.05 -0.02 0.02 0.342
H -3.86245 3.15033 -1.72164 0.00 0.09 -0.03 0.612
N -0.20508 -3.45418 0.25124 0.15 0.08 0.14 -0.035
C -0.47153 -2.53079 -0.63385 0.02 0.07 -0.18 0.150
Ge 0.03712 4.38432 2.82875 -1.24 1.36 0.66 0.596
H 3.70395 1.95141 5.59712 -0.19 -0.03 -0.10 0.312
C 4.43596 0.99438 0.64088 -0.11 -0.07 -0.11 -0.882
H -0.03971 4.63414 -2.42622 0.00 0.00 0.01 0.409
H 2.95772 3.47589 6.14921 -0.17 -0.11 -0.09 0.335
H 1.42083 2.92799 2.95771 -2.82 -0.98 0.82 0.195
N -0.83996 0.51451 2.43851 -0.53 -0.10 0.11 -0.134
C 2.03039 0.92697 -0.14084 -0.15 0.82 0.41 -0.077
C 3.59554 3.01590 5.39679 0.68 0.56 -0.23 -0.981
H -3.53686 1.08209 1.57756 -0.02 -0.01 -0.03 0.323
O 0.04658 1.47685 2.10767 -0.45 -0.33 0.64 -0.157
H 4.11681 -0.88437 -2.12999 0.00 -0.02 0.01 0.517
H -4.65301 1.86975 0.44299 -0.01 -0.02 -0.02 0.543
H -2.26298 -4.12461 2.83747 -0.06 0.08 0.04 0.434
H 0.00179 -0.01782 -3.14739 0.00 0.01 -0.05 -0.476
H -2.64181 -6.28326 2.02327 0.01 -0.02 0.00 0.377
C -1.28649 0.42298 3.66067 0.72 0.59 -0.71 0.831
C -3.66794 1.41358 0.54681 0.20 -0.07 0.05 -1.308
C -2.06916 -5.19649 -4.49198 0.09 0.00 0.01 -1.164
H -1.74246 -7.36466 0.12818 0.00 0.00 -0.03 0.460
Cl 2.52702 3.54396 2.67936 4.32 2.28 2.87 0.044
H -2.28589 4.94375 0.96944 -0.04 0.03 -0.11 0.414
N 3.01956 3.21989 4.07038 -0.50 -1.03 -1.28 -0.619
H 0.16087 3.83425 -4.00289 0.01 0.05 0.00 0.508
C 2.48442 0.10682 -1.16082 -0.36 -0.17 -0.04 0.060
P -0.26802 2.22440 -2.27514 0.01 0.48 -0.14 0.846
H 4.00109 4.67685 0.96232 -0.64 -1.35 -0.25 0.363
C -2.26099 -0.58592 3.93245 0.09 -0.14 -0.07 -0.451
N -0.35687 2.14840 5.31680 -0.02 0.21 0.28 -0.401
C -1.30395 -3.87918 -4.58243 -0.01 -0.08 0.00 -0.233
C -0.61494 -3.49789 1.66338 -0.42 0.06 0.01 0.024
H 1.16373 -4.29176 -2.15154 0.01 0.06 0.06 0.523
H 4.81350 4.55529 2.45109 -0.10 -1.25 0.38 0.471
H -0.75276 -2.46988 2.00854 0.06 0.00 -0.02 -0.495
C -1.89788 -4.31077 1.82780 0.22 -0.07 0.06 -0.351
H -3.04450 3.85785 2.15150 -0.07 -0.02 0.01 0.420
C 0.39028 3.77471 -2.93764 0.00 -0.09 -0.09 -1.526
C 0.28683 0.98244 -3.47034 0.04 -0.02 0.10 -0.698
H 1.36612 1.02898 -3.59712 0.00 -0.01 -0.03 0.456
H 1.94617 4.00731 1.61065 -0.63 -0.35 -1.92 -0.028
C 4.80445 0.18784 -0.41585 0.04 0.01 0.12 -0.811
C 2.64802 2.27580 1.70871 0.64 -1.54 0.30 0.606
H 5.16093 1.38271 1.34379 0.01 -0.05 0.01 0.580
H -3.59997 0.54409 -0.10447 -0.05 0.00 -0.03 0.291
C 0.11522 -3.96796 -4.01376 -0.16 0.09 -0.01 -1.222
N -3.04487 -1.39113 4.15987 -0.11 -0.14 -0.06 -0.374
H -2.18926 -5.53957 -3.46163 -0.06 0.02 0.00 0.187
H 0.19678 -3.94905 2.23239 0.09 0.10 -0.04 0.467
C 3.79782 4.53949 2.03692 4.74 2.75 -1.44 -0.800
C -2.78047 3.18136 -1.58024 0.09 -0.08 0.03 -1.302
H 1.47244 3.79617 -2.80603 0.00 0.02 0.02 0.404
C -2.06955 2.29356 -2.59243 0.08 -0.03 0.08 -1.042
H -2.45750 4.22037 -1.68239 -0.05 0.02 0.02 0.424
H 0.15720 -4.32869 -0.10944 -0.01 0.02 -0.06 0.132
H -2.64913 -3.92696 1.12960 -0.05 0.00 0.07 0.175
H 1.78084 -0.30000 -1.87495 0.06 0.01 -0.02 0.584
H -3.05988 -5.10103 -4.93216 -0.02 -0.01 0.05 0.389
H -3.95308 4.38392 0.71955 -0.01 0.02 0.05 0.570
H 0.71517 -3.11340 -4.34425 0.07 -0.04 0.01 0.379
H -0.92552 -6.18884 2.29142 0.01 0.02 0.01 0.337
Os 0.00631 1.95958 0.09828 0.95 -1.21 -0.03 0.869
H -1.54247 -5.98117 -5.03643 0.00 0.01 -0.01 0.336
```
Positions in Å, forces in eV/Å.